No. 1
{"formula": "C18H42Cl4N3O18", "method": "ωB97M-V/def2-TZVPD", "elements": ["N", "H", "H", "H", "H", "Cl", "O", "O", "O", "O", "Cl", "O", "O", "O", "O", "Cl", "O", "O", "O", "O", "Cl", "O", "O", "O", "O", "C", "C", "C", "C", "C", "C", "N", "O", "C", "C", "C", "H", "H", "H", "H", "H", "H", "H", "H", "H", "H", "H", "H", "H", "H", "H", "H", "H", "H", "H", "C", "C", "C", "C", "C", "C", "N", "O", "C", "C", "C", "H", "H", "H", "H", "H", "H", "H", "H", "H", "H", "H", "H", "H", "H", "H", "H", "H", "H", "H"], "xyz": [[1.554, 0.948, -0.594], [1.806, -0.020, -0.363], [1.225, 1.017, -1.567], [2.362, 1.579, -0.491], [0.760, 1.162, 0.011], [2.606, 0.654, -4.169], [2.458, 0.160, -5.536], [1.284, 1.008, -3.635], [3.230, -0.403, -3.400], [3.457, 1.787, -4.233], [5.982, 0.634, -0.988], [4.566, 0.543, -0.669], [6.251, -0.519, -1.787], [6.343, 1.868, -1.659], [6.706, 0.607, 0.273], [2.972, -3.342, -0.338], [4.403, -3.497, -0.478], [2.699, -2.091, 0.309], [2.409, -3.217, -1.660], [2.313, -4.417, 0.396], [3.614, 4.913, -1.067], [3.109, 6.217, -0.728], [2.827, 3.882, -0.369], [3.616, 4.642, -2.479], [4.976, 4.846, -0.555], [-1.814, -1.644, -3.379], [-2.482, -1.320, -2.011], [-3.979, -1.775, -2.000], [-4.120, -3.227, -1.640], [-3.560, -3.564, -0.247], [-2.030, -3.270, -0.297], [-1.799, -1.927, -0.871], [-0.436, -1.605, -0.850], [-1.408, -3.300, 1.112], [-1.351, -4.337, -1.170], [-2.552, 0.197, -1.836], [-2.186, -0.979, -4.155], [-2.050, -2.676, -3.652], [-0.733, -1.596, -3.260], [-4.531, -1.049, -1.403], [-4.387, -1.670, -3.012], [-3.530, -3.869, -2.298], [-5.169, -3.539, -1.671], [-3.774, -4.618, -0.069], [-4.108, -2.943, 0.468], [-1.430, -4.267, 1.612], [-0.371, -2.957, 1.106], [-1.900, -2.534, 1.720], [-0.286, -4.410, -0.924], [-1.758, -5.348, -1.118], [-1.346, -4.011, -2.210], [-3.253, 0.623, -1.114], [-2.828, 0.667, -2.787], [-1.582, 0.650, -1.612], [0.038, -2.390, -1.189], [-0.462, 3.366, 0.238], [-0.673, 2.763, 1.659], [-2.050, 2.066, 1.671], [-2.309, 1.104, 2.809], [-1.129, 0.117, 2.895], [0.256, 0.788, 3.051], [0.372, 1.784, 1.957], [1.667, 2.273, 1.764], [0.304, 1.356, 4.468], [1.245, -0.349, 2.903], [-0.659, 3.928, 2.696], [-1.152, 4.208, 0.164], [-0.762, 2.609, -0.489], [0.537, 3.715, -0.027], [-2.761, 2.891, 1.794], [-2.115, 1.574, 0.700], [-3.314, 0.713, 2.645], [-2.355, 1.714, 3.720], [-1.168, -0.340, 1.899], [-1.256, -0.646, 3.662], [-0.545, 1.947, 4.829], [0.361, 0.610, 5.271], [1.190, 1.970, 4.667], [2.317, -0.169, 2.940], [0.957, -1.138, 3.599], [1.054, -0.771, 1.910], [-1.042, 4.854, 2.276], [0.307, 4.100, 3.175], [-1.278, 3.538, 3.508], [1.650, 3.153, 2.179]], "forces_ev_per_a": [[-0.3, -0.4, -0.5], [0.6, 0.0, -0.5], [0.5, -0.4, -0.4], [0.0, -0.1, 0.2], [0.4, 0.4, 0.3], [1.5, -1.9, -1.1], [-0.9, 0.0, 0.0], [0.0, -0.1, 0.4], [-1.1, 0.8, 0.2], [0.0, 1.1, 0.5], [-1.1, 0.4, 0.8], [-0.1, 1.0, 0.0], [1.2, -0.3, -0.5], [-0.4, -0.7, -0.1], [0.5, -0.3, 0.0], [0.7, 1.4, -1.4], [-0.8, -0.9, 0.8], [-0.4, 0.5, 1.3], [-0.8, -1.0, -0.4], [0.4, -0.2, 0.0], [2.2, -1.8, 0.9], [-1.0, 0.7, -0.3], [-0.3, 0.6, -0.3], [-0.6, 0.6, 0.3], [-0.6, 0.1, -0.3], [-0.2, -0.5, 0.9], [-1.0, -0.1, -0.4], [0.9, 0.0, -0.8], [-0.2, -0.7, 1.0], [0.2, 1.0, -1.0], [-0.3, -0.6, 0.2], [-0.8, 0.4, 1.4], [0.2, -0.2, -0.1], [0.0, 1.0, 0.1], [0.9, 0.1, -0.4], [0.9, 1.1, -0.5], [0.2, 0.1, -0.1], [-0.1, 0.0, -0.2], [0.0, 0.4, -0.3], [-0.2, -0.5, 0.5], [0.2, 0.3, -0.1], [-0.4, 0.2, -0.5], [0.0, 0.0, -0.2], [0.3, 0.0, 0.4], [0.3, 0.0, 0.3], [-0.2, -0.1, -0.2], [0.1, -0.3, -0.3], [-0.3, -0.3, 0.1], [0.0, -0.1, 0.2], [-0.2, 0.1, 0.2], [-0.2, -0.2, -0.1], [-0.1, -0.7, 0.3], [-0.1, -0.2, -0.1], [0.1, -0.3, 0.0], [0.4, 0.5, -0.1], [-0.4, -0.5, 0.4], [0.9, 0.8, 0.0], [0.6, 0.7, -0.1], [0.9, 0.8, 0.6], [-1.0, 0.4, -1.2], [-1.1, 0.5, 0.6], [-0.5, -1.5, -0.6], [-0.4, 0.5, 0.9], [0.6, 0.8, 1.5], [-0.1, -0.5, -1.1], [-0.3, -1.0, 0.5], [-0.1, 0.0, -0.2], [0.0, 0.1, -0.2], [0.2, 0.0, 0.4], [-0.2, -0.1, -0.6], [-0.5, -0.1, 0.1], [0.2, -0.6, 0.2], [-0.2, -0.2, 0.1], [0.4, -0.5, 0.2], [0.0, 0.0, 0.0], [-0.1, 0.2, -0.7], [0.1, -0.5, -0.5], [0.0, 0.0, -0.4], [-0.1, 0.5, 0.2], [0.2, 0.0, 0.2], [0.3, -0.1, 0.0], [-0.1, 0.0, 0.1], [0.1, 0.1, -0.4], [-0.2, 0.7, 0.2], [0.6, -0.1, -0.2]], "de_lowest_kcal_mol": 9.90, "mol_weight_g_mol": 730.3, "charge": -3, "gap_ev": 5.62, "homo_energy_ha": -0.0175}

=====

No. 2
{"formula": "C18H42Cl6O4", "method": "ωB97M-V/def2-TZVPD", "elements": ["Cl", "C", "Cl", "Cl", "H", "Cl", "C", "Cl", "Cl", "H", "C", "C", "O", "C", "C", "H", "H", "H", "H", "H", "H", "H", "H", "H", "H", "C", "C", "O", "C", "C", "H", "H", "H", "H", "H", "H", "H", "H", "H", "H", "C", "C", "O", "C", "C", "H", "H", "H", "H", "H", "H", "H", "H", "H", "H", "C", "C", "O", "C", "C", "H", "H", "H", "H", "H", "H", "H", "H", "H", "H"], "xyz": [[-2.695, 0.896, 3.024], [-1.589, 2.127, 3.665], [-1.625, 2.095, 5.438], [-2.017, 3.729, 3.071], [-0.602, 1.832, 3.334], [-0.233, -0.714, -0.288], [0.676, 0.620, 0.373], [-0.142, 2.182, 0.253], [2.344, 0.681, -0.268], [0.811, 0.434, 1.432], [-2.875, 2.036, -5.846], [-2.015, 1.244, -4.894], [-2.824, 0.262, -4.285], [-2.111, -0.503, -3.324], [-3.077, -1.445, -2.653], [-3.184, 1.436, -6.705], [-3.813, 2.302, -5.353], [-2.457, 2.971, -6.216], [-1.122, 0.855, -5.404], [-1.577, 1.866, -4.105], [-1.364, -1.084, -3.895], [-1.441, 0.082, -2.688], [-2.509, -2.231, -2.148], [-3.806, -1.949, -3.283], [-3.671, -0.915, -1.902], [-3.809, 3.322, 0.305], [-4.086, 3.255, -1.192], [-5.017, 4.186, -1.700], [-6.311, 4.027, -1.172], [-6.956, 5.415, -1.231], [-4.697, 3.127, 0.911], [-3.042, 2.646, 0.671], [-3.447, 4.314, 0.595], [-3.120, 3.398, -1.668], [-4.485, 2.255, -1.394], [-6.921, 3.373, -1.803], [-6.400, 3.655, -0.151], [-6.249, 6.139, -0.825], [-7.900, 5.581, -0.707], [-7.194, 5.669, -2.266], [6.311, -4.956, 2.006], [6.938, -4.629, 0.644], [6.765, -3.267, 0.330], [5.507, -2.931, -0.228], [5.569, -1.522, -0.780], [6.378, -6.031, 2.195], [6.868, -4.495, 2.820], [5.273, -4.635, 1.996], [8.016, -4.806, 0.636], [6.576, -5.307, -0.140], [5.325, -3.610, -1.071], [4.691, -3.036, 0.494], [4.556, -1.123, -0.752], [6.050, -1.497, -1.755], [6.180, -0.917, -0.104], [4.188, -0.691, 2.676], [3.306, -1.651, 3.417], [2.046, -1.740, 2.766], [1.139, -2.569, 3.492], [-0.307, -2.202, 3.197], [5.259, -0.849, 2.827], [4.033, -0.674, 1.600], [4.075, 0.333, 3.049], [3.790, -2.641, 3.397], [3.156, -1.420, 4.477], [1.396, -3.602, 3.250], [1.302, -2.380, 4.559], [-0.513, -2.420, 2.147], [-0.372, -1.119, 3.304], [-0.950, -2.789, 3.844]], "forces_ev_per_a": [[0.0, 0.1, 0.0], [-0.4, -0.2, 0.2], [0.1, 0.0, -0.2], [0.3, -0.2, 0.1], [0.1, 0.3, 0.0], [-0.1, 0.1, -0.2], [0.8, 0.1, 0.7], [0.0, -0.2, -0.3], [-0.5, 0.1, -0.2], [-0.1, -0.2, 0.0], [-0.9, 0.0, -0.2], [0.3, 0.5, 0.2], [0.3, 0.2, 0.3], [0.4, -0.9, -1.9], [0.0, 0.1, 1.2], [0.2, -0.1, 0.0], [0.1, 0.0, 0.2], [0.4, -0.1, 0.1], [-0.2, -0.6, -0.1], [-0.2, 0.3, 0.1], [-0.1, -0.3, 0.0], [-0.7, 0.4, 0.5], [-0.1, 0.1, 0.1], [0.3, 0.2, -0.6], [0.1, 0.0, 0.1], [-0.4, 0.9, 0.5], [0.1, -1.0, 0.7], [0.5, 0.1, 0.6], [-1.5, 1.0, -0.3], [-0.1, 0.4, -0.2], [0.0, 0.0, -0.1], [0.0, -0.4, -0.5], [-0.1, 0.1, -0.2], [-0.2, 0.1, -0.6], [0.4, -0.2, -0.3], [0.2, -0.4, -0.1], [0.6, -0.1, 0.0], [0.0, 0.1, -0.1], [0.1, -0.6, 0.3], [0.4, 0.1, 0.0], [0.6, -0.4, -0.5], [0.3, -0.2, 0.5], [0.0, 0.2, -0.2], [0.3, -0.3, -0.6], [0.2, 0.0, 0.9], [-0.3, 0.0, -0.1], [-0.1, 0.3, -0.1], [-0.1, -0.1, 0.3], [0.0, 0.1, 0.3], [-0.4, 0.3, -0.1], [-0.3, -0.2, 0.2], [0.1, 0.0, 0.1], [0.1, 0.2, -0.5], [-0.3, 0.1, -0.1], [-0.1, 0.0, 0.0], [0.7, 1.3, 0.3], [0.1, -1.1, -0.5], [-0.4, 0.4, 0.2], [0.3, 0.4, 0.2], [1.2, -0.2, -1.0], [-0.1, -0.5, 0.1], [-0.3, -0.2, 0.0], [-0.4, 0.0, -0.2], [-0.2, -0.1, 0.0], [0.1, 0.3, 0.0], [-0.2, -0.2, 0.2], [0.1, -0.3, 0.1], [-0.2, -0.1, 0.1], [-0.5, -0.1, 0.4], [-0.3, 0.3, 0.1]], "de_lowest_kcal_mol": 0.00, "mol_weight_g_mol": 535.2, "charge": 0, "gap_ev": 9.97, "homo_energy_ha": -0.3504}